Record 1
61
Properties=species:S:1:pos:R:3:forces:R:3 method="wB97M-V/def2-TZVPD" max_force_ev_per_a=1.350 homo_energy_ev=-4.22 e_lumo_ev=1.9 total_charge=-1 spin_multiplicity=1
N -0.93918 0.30264 -0.01261 0.21 0.34 0.11
C -1.42148 1.69485 0.28136 -0.92 -0.86 -0.48
In -3.39394 1.96256 -0.77264 0.60 0.99 0.21
S -4.98818 0.17800 -0.01513 -0.11 -0.48 -0.15
H -1.49318 -0.10881 -0.75240 0.05 -0.07 -0.02
H 0.00306 0.36060 -0.38231 -0.01 -0.13 0.01
H -0.71482 2.41694 -0.10556 0.06 0.30 0.03
H -1.51851 1.81323 1.35756 0.10 0.12 0.15
H -4.07033 3.60851 -0.58330 -0.08 -0.27 0.07
H -3.02455 1.67903 -2.49229 -0.15 0.01 0.16
H -5.77494 0.70176 0.93585 0.17 0.26 -0.10
C 3.47642 -0.24944 0.10992 -0.19 -0.27 -0.22
C 3.65965 0.13537 1.55835 0.30 0.24 -0.33
O 3.29310 1.50784 1.55364 -0.26 -0.24 0.06
C 2.39684 1.68647 0.53834 -0.09 0.08 -0.14
O 1.70242 2.63402 0.40216 0.28 0.12 0.00
O 2.41009 0.61667 -0.29492 0.14 -0.02 0.12
F 4.96089 0.02953 1.92720 0.01 0.12 0.00
H 4.36109 -0.03786 -0.48779 0.10 0.06 0.24
H 3.19914 -1.29288 -0.02091 -0.25 0.08 -0.01
H 3.02857 -0.40522 2.25902 0.14 -0.04 0.15
C -5.34568 -1.11611 -4.78706 -0.28 -0.04 0.01
C -4.21421 -0.15426 -4.51631 0.06 0.01 0.21
O -3.39990 -0.31872 -5.67926 -0.26 0.18 -0.10
C -4.21304 -0.69812 -6.69500 0.09 -0.08 -0.04
O -3.91665 -0.68333 -7.84535 0.01 -0.06 0.01
O -5.41893 -1.09762 -6.22095 0.07 0.04 0.11
F -3.51891 -0.49164 -3.42376 0.17 -0.47 -0.15
H -5.10373 -2.12381 -4.44754 0.13 0.04 0.04
H -6.28708 -0.80275 -4.34508 -0.05 0.06 -0.17
H -4.51756 0.89044 -4.43204 0.11 0.03 0.07
C 6.48343 0.92782 6.07713 0.28 -0.03 -0.05
C 5.34206 0.82288 7.06118 -0.18 0.22 -0.13
O 4.24556 0.51713 6.22297 0.19 -0.26 0.12
C 4.73694 -0.13716 5.12977 -0.04 0.05 -0.27
O 4.08406 -0.74669 4.35578 -0.09 -0.05 0.29
O 6.08426 0.00684 5.06003 -0.06 0.04 0.19
F 5.10739 1.99542 7.69908 -0.03 -0.01 -0.01
H 6.55518 1.93109 5.65493 -0.12 0.05 0.08
H 7.44364 0.64430 6.50014 -0.02 -0.16 -0.11
H 5.45699 0.03262 7.80528 -0.02 0.08 0.10
C 4.72376 2.22487 -3.80177 -0.29 0.08 -0.01
C 5.71976 1.45678 -4.63911 0.20 0.17 0.06
O 6.64089 0.98684 -3.66715 -0.27 -0.20 -0.05
C 5.95901 0.86424 -2.49380 -0.04 0.10 0.21
O 6.33696 0.26888 -1.54080 0.18 0.02 -0.14
O 4.77264 1.51032 -2.56358 0.10 -0.01 -0.14
F 6.37104 2.25310 -5.52107 0.05 -0.03 0.03
H 5.04505 3.25468 -3.64164 0.12 -0.02 -0.07
H 3.71782 2.22085 -4.21189 -0.05 -0.14 0.16
H 5.29882 0.60462 -5.17455 0.05 0.03 -0.11
C -6.46609 -3.94579 1.61168 0.22 -0.19 -0.07
C -6.76822 -2.52653 2.02517 -0.01 0.13 -0.16
O -7.80474 -2.71042 2.98856 0.29 -0.08 0.14
C -7.62982 -3.93603 3.54628 -0.12 -0.04 0.01
O -8.15444 -4.30943 4.54315 -0.04 -0.02 -0.04
O -6.76788 -4.67802 2.80816 -0.01 0.13 -0.06
F -7.22759 -1.79008 1.00053 -0.35 -0.07 0.06
H -7.12456 -4.27567 0.80718 -0.07 0.12 0.00
H -5.43140 -4.09235 1.31572 0.03 -0.07 0.18
H -5.92927 -2.00505 2.48832 -0.02 0.10 -0.07


Record 2
43
Properties=species:S:1:pos:R:3:forces:R:3 method="wB97M-V/def2-TZVPD" max_force_ev_per_a=0.599 homo_energy_ev=-8.17 e_lumo_ev=0.7 spin_multiplicity=1
C 2.67662 6.28548 1.22971 0.15 0.35 -0.19
O 2.33419 4.91150 1.28349 -0.12 -0.42 0.05
C 2.60656 4.19980 0.16980 0.14 0.37 -0.17
O 3.10579 4.69772 -0.81303 -0.06 -0.04 0.15
C 2.23018 2.78447 0.29323 -0.04 -0.30 -0.04
C 2.47698 1.92924 -0.78038 -0.03 0.38 0.26
C 2.14576 0.59552 -0.71908 -0.05 -0.30 -0.03
C 1.54675 0.06468 0.43086 0.04 0.36 -0.02
N 1.13952 -1.23216 0.54157 -0.16 -0.31 0.27
C 1.36392 -2.31079 -0.38467 0.15 -0.27 0.01
C 0.10607 -3.17745 -0.53777 0.43 0.27 -0.12
O 0.12068 -4.34262 -0.18497 0.07 -0.30 0.21
N -0.98759 -2.60626 -1.08078 -0.23 -0.13 -0.22
C -1.12428 -1.23540 -1.51532 0.02 0.57 0.19
C -1.87240 -0.34557 -0.51643 -0.11 -0.10 -0.27
C -3.21322 -0.91442 -0.05181 0.21 0.07 0.23
C -3.05106 -2.15452 0.83270 -0.23 -0.09 -0.15
C -3.01687 -3.48035 0.06824 0.16 0.07 0.01
C -2.17417 -3.43158 -1.21187 -0.17 -0.41 0.18
C 1.30824 0.93120 1.51115 -0.01 -0.12 0.02
C 1.64194 2.26146 1.44639 0.11 0.07 -0.19
H 2.39178 6.70891 2.18970 0.01 -0.03 -0.04
H 3.74933 6.40425 1.06124 -0.10 0.03 0.03
H 2.13981 6.78044 0.41723 0.06 -0.01 0.09
H 2.94055 2.33811 -1.66534 0.04 0.03 -0.08
H 2.36840 -0.03545 -1.56570 0.01 -0.06 -0.06
H 0.84546 -1.52590 1.46078 0.03 0.09 -0.07
H 2.15575 -2.98196 -0.02484 -0.17 0.08 -0.18
H 1.66371 -1.92430 -1.35851 -0.02 0.01 0.07
H -0.14495 -0.79808 -1.70547 0.00 -0.03 -0.09
H -1.67386 -1.24493 -2.46361 0.12 0.00 0.03
H -2.03352 0.62156 -0.99710 0.05 0.07 0.00
H -1.24178 -0.17467 0.35715 0.02 0.04 0.00
H -3.71891 -0.13592 0.52362 -0.06 0.00 -0.07
H -3.84581 -1.14529 -0.91046 -0.13 0.04 -0.07
H -2.13151 -2.05037 1.41259 0.01 0.02 0.09
H -3.87581 -2.20254 1.54651 0.06 0.00 0.07
H -4.03042 -3.77609 -0.20839 -0.04 -0.05 0.02
H -2.61284 -4.24779 0.72935 -0.06 -0.08 -0.04
H -2.76408 -3.03735 -2.04126 0.07 0.02 0.01
H -1.85128 -4.44536 -1.46281 -0.10 0.13 -0.06
H 0.85442 0.53200 2.40807 -0.06 -0.03 0.09
H 1.45196 2.91080 2.28620 -0.03 0.03 0.08


Record 3
44
Properties=species:S:1:pos:R:3:forces:R:3 method="wB97M-V/def2-TZVPD" max_force_ev_per_a=0.849 homo_energy_ev=-8.03 e_lumo_ev=0.6 spin_multiplicity=1
C 6.34121 0.24960 0.37438 0.06 -0.07 0.05
C 5.91068 1.43366 -0.01536 -0.11 0.19 -0.14
C 4.89375 1.67825 -1.10112 -0.03 0.00 0.20
N 4.33383 0.48765 -1.69206 0.20 0.19 0.07
C 3.49966 -0.39493 -1.09323 0.04 0.01 0.01
S 3.11778 -1.79417 -1.89667 -0.14 -0.69 -0.47
N 3.02232 -0.10003 0.13025 0.29 0.43 -0.22
C 1.99318 -0.86778 0.79347 -0.17 -0.19 0.14
C 0.66490 -0.15839 0.75654 0.04 -0.01 0.20
C 0.04368 0.26713 1.92146 0.15 -0.17 -0.07
C -1.17492 0.92117 1.86817 -0.17 0.14 -0.12
C -1.78341 1.17802 0.64826 0.00 0.06 0.21
C -3.15631 1.79321 0.57822 0.12 0.21 0.08
N -4.12583 0.75092 0.30325 -0.27 -0.50 0.02
C -4.60229 0.51203 -0.93766 -0.33 0.09 0.04
S -4.59273 1.64455 -2.14393 0.06 0.49 -0.67
N -5.18882 -0.68807 -1.16980 -0.01 -0.24 0.06
C -4.99697 -1.87796 -0.35988 0.11 0.01 0.17
C -3.53971 -2.23184 -0.23177 -0.16 -0.06 0.01
C -2.90323 -2.39158 0.91346 0.04 -0.12 0.02
C -1.15526 0.76055 -0.52049 0.09 0.03 -0.01
C 0.05485 0.09868 -0.46700 -0.06 0.02 -0.02
H 7.07619 0.14459 1.15306 0.16 0.07 0.16
H 5.98214 -0.66584 -0.06577 -0.13 -0.16 -0.14
H 6.28808 2.34016 0.43924 0.11 0.07 0.14
H 4.08449 2.30760 -0.70482 0.10 0.03 -0.11
H 5.36850 2.25121 -1.90372 -0.15 0.01 0.08
H 4.76782 0.13278 -2.53023 -0.18 -0.03 0.08
H 3.25055 0.79285 0.53834 0.06 -0.03 0.00
H 1.92815 -1.82213 0.26029 0.07 0.15 0.20
H 2.30132 -1.05331 1.82711 -0.05 -0.02 -0.09
H 0.50785 0.07440 2.87863 0.07 -0.02 0.10
H -1.65424 1.23802 2.78389 -0.07 0.05 0.10
H -3.22646 2.52023 -0.23468 -0.03 -0.07 0.21
H -3.41888 2.27740 1.52299 0.06 0.01 -0.09
H -4.07247 -0.03854 0.93069 0.03 0.03 -0.08
H -5.49602 -0.80885 -2.12274 0.04 0.13 0.12
H -5.53028 -2.69269 -0.85579 -0.04 0.11 0.09
H -5.44962 -1.73612 0.62905 0.01 -0.13 -0.05
H -3.00993 -2.31857 -1.17053 0.13 -0.01 -0.12
H -1.85444 -2.62833 0.95186 0.23 -0.03 -0.04
H -3.40747 -2.31014 1.86431 -0.17 0.06 0.18
H -1.62589 0.95524 -1.47277 -0.09 0.02 -0.13
H 0.53424 -0.23064 -1.37690 0.09 -0.05 -0.13


Record 4
46
Properties=species:S:1:pos:R:3:forces:R:3 method="wB97M-V/def2-TZVPD" max_force_ev_per_a=3.143 homo_energy_ev=-8.14 e_lumo_ev=0.7 spin_multiplicity=1
C 3.23912 4.20498 2.00560 0.92 -0.18 -1.77
C 1.86819 3.56668 1.95456 1.39 0.37 0.46
C 0.84823 4.24669 2.53724 -1.27 1.14 0.54
C -0.40023 3.64871 2.52569 0.64 -0.12 0.17
C -1.60510 4.33273 3.12219 -0.30 -1.10 0.08
O -2.17493 3.54519 4.17612 0.37 0.33 0.00
N -0.55723 2.42306 2.02984 -0.33 -0.79 0.28
C 0.53391 1.76593 1.56902 -0.77 0.89 -1.22
N 0.38757 0.50490 0.99927 0.58 1.11 0.49
C 1.42472 -0.03394 0.08187 -0.09 -1.33 0.45
C 1.08809 0.05939 -1.41176 -0.26 0.02 0.00
N -0.32820 -0.23478 -1.69796 -0.10 1.31 0.45
C -0.74671 -1.45046 -2.22407 1.16 1.42 1.54
C -1.81361 -1.49324 -3.03476 -2.73 -0.54 -1.46
C -2.20540 -2.71268 -3.54470 1.26 0.46 0.06
N -1.50556 -3.79445 -3.25423 0.46 -1.89 0.31
C -0.46932 -3.68676 -2.41320 -0.10 0.11 -0.21
C 0.37483 -4.93501 -2.00325 -1.55 0.48 -0.43
C 0.19851 -5.32211 -0.52659 0.46 -0.19 -0.74
O 0.02106 -6.02428 -2.84054 -0.54 -0.07 -0.20
N -0.09634 -2.52759 -1.89723 1.69 -1.40 0.64
C -1.25867 0.44843 -0.76279 -0.72 -0.62 0.12
C -0.94953 0.05383 0.68842 -0.25 -0.71 -0.68
N 1.71789 2.36026 1.46076 0.98 -0.96 -0.23
H 3.68319 4.12845 2.99801 -0.17 0.06 0.05
H 3.25464 5.27427 1.66576 -0.28 -0.89 0.52
H 3.91839 3.66073 1.29899 -0.53 0.37 0.66
H 1.02830 5.23363 2.96514 -0.23 -0.28 -0.11
H -1.34386 5.31700 3.49839 -0.02 -0.03 0.19
H -2.36181 4.42102 2.35495 -0.19 0.32 -0.48
H -2.11653 2.62094 3.90076 0.01 0.09 -0.08
H 2.41805 0.39275 0.24882 -0.48 0.13 0.29
H 1.47852 -1.11958 0.32449 0.05 0.57 -0.11
H 1.76290 -0.63026 -1.96728 -0.64 0.38 0.36
H 1.28882 1.08304 -1.77416 -0.11 -0.26 0.09
H -2.41441 -0.65320 -3.27207 -0.10 0.92 -0.21
H -2.95046 -2.77946 -4.32109 -0.43 -0.18 0.15
H 1.43623 -4.68513 -2.14035 -0.31 -0.07 -0.32
H 0.88293 -6.16527 -0.39220 -0.10 0.13 0.31
H 0.46830 -4.50047 0.12537 0.04 0.11 0.19
H -0.80391 -5.67473 -0.32051 -0.30 0.07 0.01
H -0.93089 -5.95399 -3.11605 1.25 0.33 0.41
H -1.22995 1.54057 -0.81265 0.39 -0.02 -0.36
H -2.31321 0.17930 -0.97150 0.62 -0.07 -0.21
H -1.71797 0.39643 1.36426 0.18 0.72 0.22
H -1.02856 -1.03155 0.80347 0.44 -0.15 -0.25